# 1
{
  "formula": "C29H53Cl34FI2N3O",
  "method": "wB97M-V/def2-TZVPD",
  "symbols": ["C", "C", "F", "C", "C", "N", "C", "O", "C", "C", "I", "C", "C", "I", "C", "C", "N", "C", "N", "H", "H", "H", "H", "H", "H", "H", "H", "H", "H", "H", "H", "H", "H", "H", "H", "H", "H", "H", "C", "Cl", "Cl", "H", "H", "C", "Cl", "Cl", "H", "H", "C", "Cl", "Cl", "H", "H", "C", "Cl", "Cl", "H", "H", "C", "Cl", "Cl", "H", "H", "C", "Cl", "Cl", "H", "H", "C", "Cl", "Cl", "H", "H", "C", "Cl", "Cl", "H", "H", "C", "Cl", "Cl", "H", "H", "C", "Cl", "Cl", "H", "H", "C", "Cl", "Cl", "H", "H", "C", "Cl", "Cl", "H", "H", "C", "Cl", "Cl", "H", "H", "C", "Cl", "Cl", "H", "H", "C", "Cl", "Cl", "H", "H", "C", "Cl", "Cl", "H", "H", "C", "Cl", "Cl", "H", "H"],
  "positions_angstrom": [[-5.4749, 0.2982, 2.4994], [-3.9114, -0.0995, 2.5548], [-3.3103, 0.0659, 1.2429], [-3.1009, 0.8229, 3.6261], [-1.5424, 0.9613, 3.2209], [-0.7119, -0.1719, 2.8815], [0.6947, -0.0475, 2.4867], [1.3448, -1.2618, 2.1605], [1.4329, 1.3038, 2.3940], [2.9684, 1.5274, 1.9520], [2.9964, 1.9941, -0.1815], [3.9783, 0.3532, 2.3850], [4.3022, -0.6297, 1.1450], [5.9126, 1.3252, 2.8635], [0.5550, 2.5873, 2.7454], [1.0882, 4.0885, 2.6748], [0.8036, 4.6280, 1.2851], [-0.9674, 2.4008, 3.1763], [-1.7867, 3.5837, 3.4800], [-5.8379, 0.5311, 1.4279], [-5.6756, 1.2028, 3.1915], [-6.1311, -0.5560, 2.9045], [-3.8686, -1.1988, 2.8600], [-3.6310, 1.8466, 3.5872], [-3.2412, 0.4378, 4.6924], [-1.1791, -1.0997, 2.9208], [1.6951, -1.6983, 2.9834], [3.3204, 2.4799, 2.5008], [3.6849, -0.1936, 3.3418], [5.0675, -0.1088, 0.4541], [4.7962, -1.6152, 1.4626], [3.3678, -0.9208, 0.5406], [2.2041, 4.2131, 2.8739], [0.5431, 4.7329, 3.4594], [1.6855, 5.0285, 0.9148], [0.5172, 3.8519, 0.6710], [-1.3548, 4.1934, 4.1854], [-1.8918, 4.0717, 2.5672], [0.4569, -4.0585, 3.9435], [0.7393, -5.6584, 3.2510], [1.8939, -3.4653, 4.7872], [0.2060, -3.3651, 3.1412], [-0.3700, -4.1189, 4.6514], [-1.7730, 7.5731, 1.2499], [-0.7639, 7.4242, 2.6942], [-2.7605, 6.1266, 1.0063], [-2.4300, 8.4336, 1.3657], [-1.1306, 7.7130, 0.3818], [-2.2550, 3.0350, -1.3215], [-1.2579, 2.3361, -0.0409], [-3.9130, 3.2977, -0.7680], [-1.8256, 3.9900, -1.6217], [-2.2702, 2.3551, -2.1699], [-1.5261, 1.1055, -5.0507], [-2.0736, 0.2718, -3.5886], [-1.7486, 2.8546, -4.9111], [-0.4677, 0.8946, -5.2030], [-2.1012, 0.7424, -5.9014], [-2.6660, -2.2613, 6.5981], [-4.2179, -1.4188, 6.6426], [-2.6002, -3.3979, 5.2426], [-1.8696, -1.5271, 6.4830], [-2.5294, -2.8098, 7.5289], [-7.0524, 2.3787, -2.6071], [-6.9193, 0.8805, -3.5361], [-8.5918, 2.4592, -1.7423], [-6.2379, 2.4204, -1.8849], [-6.9845, 3.2252, -3.2888], [1.9200, -1.2501, -3.2018], [0.8905, -0.9026, -1.8070], [1.6507, -0.0842, -4.5019], [2.9634, -1.2008, -2.8923], [1.6907, -2.2496, -3.5696], [-10.0572, -0.6200, -5.5561], [-9.9233, -2.1179, -6.4853], [-11.5965, -0.5404, -4.6911], [-9.2427, -0.5776, -4.8337], [-9.9901, 0.2265, -6.2378], [8.4828, -0.0360, -0.3044], [7.4230, 0.4740, -1.6262], [7.8703, -1.4993, 0.4739], [9.4763, -0.2357, -0.7029], [8.5350, 0.7625, 0.4344], [3.8846, -7.3570, 3.6370], [4.7965, -6.8819, 2.1991], [4.8813, -7.2449, 5.0926], [3.0266, -6.6955, 3.7448], [3.5463, -8.3853, 3.5180], [-7.2813, 2.6249, 5.8262], [-6.0122, 1.3969, 5.9354], [-8.8854, 1.8860, 5.8160], [-7.2033, 3.2906, 6.6843], [-7.1467, 3.1917, 4.9060], [-0.2406, -4.4397, -3.0614], [1.4656, -4.5759, -3.5102], [-1.1232, -5.9164, -3.4587], [-0.3110, -4.2620, -1.9893], [-0.6837, -3.6050, -3.6035], [0.9409, 1.0975, -8.0593], [1.2475, 2.3346, -6.8325], [0.8027, -0.5058, -7.3278], [0.0110, 1.3331, -8.5747], [1.7657, 1.0923, -8.7705], [8.3574, 0.5570, -5.0437], [9.8231, -0.3409, -5.4538], [8.5280, 2.2734, -5.4344], [7.5214, 0.1471, -5.6089], [8.1675, 0.4549, -3.9757], [2.0697, -7.4790, -5.6052], [0.7009, -8.5818, -5.4188], [2.3797, -7.1273, -7.3096], [1.8469, -6.5473, -5.0867], [2.9565, -7.9396, -5.1720], [6.3722, 3.3628, -8.4995], [5.0037, 2.2575, -8.3179], [6.6868, 3.7167, -10.2019], [6.1462, 4.2931, -7.9806], [7.2581, 2.9030, -8.0639], [1.0099, -3.3619, 8.6169], [0.1176, -4.3265, 7.4344], [-0.0907, -2.4823, 9.6840], [1.6314, -4.0246, 9.2171], [1.6376, -2.6460, 8.0878]],
  "forces_ev_per_angstrom": [[-0.13, 0.15, 0.32], [-0.75, 0.11, 0.46], [-0.71, -0.29, 1.94], [-0.03, -0.20, -1.27], [1.14, 2.58, -0.12], [1.06, 3.36, 0.05], [0.33, 1.75, 0.23], [-1.23, 1.87, 1.34], [-3.47, 0.18, 0.86], [-0.85, -0.12, 2.04], [0.04, 0.04, 0.69], [0.12, -0.52, -1.55], [0.40, -0.43, -0.06], [-0.78, -0.35, 0.03], [-1.46, -2.84, 0.67], [-0.12, -0.21, -0.17], [0.68, -0.49, 0.63], [2.94, -2.55, -0.69], [0.87, -1.77, -1.21], [0.88, -0.36, 1.71], [0.34, -1.40, -1.32], [1.14, 1.23, -0.64], [0.35, 1.35, -0.74], [1.51, -1.40, 0.07], [0.32, 0.28, -1.48], [0.77, 0.81, -0.24], [-0.28, 0.49, -0.68], [-0.80, -1.52, -1.09], [0.19, 0.92, -1.39], [-1.43, -0.86, 1.04], [-0.68, 1.54, -0.10], [1.28, 0.63, 1.03], [-1.47, -0.65, 0.01], [0.77, -1.13, -1.21], [-0.91, -0.48, 0.22], [0.32, 0.67, 0.30], [-0.18, -0.39, -0.62], [-0.01, 0.04, 1.01], [-0.34, -0.23, -0.02], [-0.21, 0.17, -0.06], [0.21, 0.41, -0.27], [0.14, -0.19, 0.03], [0.43, -0.06, -0.09], [0.08, 0.19, -0.13], [0.00, 0.12, 0.05], [-0.07, -0.01, -0.13], [0.05, -0.21, 0.09], [-0.04, -0.16, 0.18], [-0.02, 0.18, -0.43], [0.02, -0.15, -0.08], [0.01, 0.03, 0.03], [-0.09, -0.09, 0.20], [-0.03, 0.02, 0.26], [0.10, -0.10, -0.30], [0.00, -0.17, -0.10], [-0.02, 0.04, -0.04], [-0.37, 0.14, 0.18], [-0.04, 0.10, 0.21], [0.10, 0.18, 0.34], [0.07, 0.01, 0.03], [-0.18, 0.05, -0.10], [-0.12, -0.12, -0.04], [-0.08, 0.00, -0.20], [0.12, 0.22, 0.07], [0.14, -0.01, -0.05], [0.04, 0.08, 0.03], [-0.20, -0.14, -0.15], [-0.10, -0.19, 0.05], [0.23, -0.07, -0.08], [-0.04, -0.16, 0.21], [0.48, -0.09, 0.68], [-0.17, 0.10, 0.00], [0.01, 0.45, 0.08], [0.18, 0.16, 0.05], [0.10, 0.03, -0.04], [0.05, 0.10, 0.04], [-0.21, -0.09, -0.08], [-0.11, -0.18, 0.06], [0.28, 0.03, 0.17], [-0.09, 0.12, 0.15], [0.11, 0.02, 0.02], [-0.22, -0.05, -0.03], [-0.16, -0.12, -0.12], [-0.21, -0.08, 0.03], [-0.10, 0.01, -0.07], [-0.09, -0.01, 0.06], [0.32, -0.07, 0.01], [0.19, 0.13, 0.01], [-0.21, 0.31, -0.02], [0.16, 0.05, 0.09], [0.07, 0.10, -0.02], [0.00, -0.22, -0.07], [-0.02, -0.19, 0.09], [-0.44, 0.08, 0.14], [0.10, -0.13, 0.10], [0.02, 0.14, 0.04], [0.12, -0.10, -0.16], [0.12, -0.16, -0.02], [-0.01, 0.01, -0.38], [0.06, 0.11, -0.10], [-0.21, -0.09, -0.77], [0.10, -0.03, 0.18], [-0.06, -0.02, 0.21], [-0.19, -0.22, 0.07], [-0.07, -0.06, 0.05], [-0.10, 0.07, 0.04], [0.19, 0.11, -0.04], [0.20, 0.10, -0.32], [0.11, 0.08, 0.18], [0.04, 0.00, 0.10], [0.08, 0.08, 0.03], [-0.07, -0.25, -0.23], [-0.16, -0.03, -0.16], [0.25, 0.16, 0.09], [-0.04, -0.06, 0.16], [0.05, 0.05, 0.07], [-0.08, -0.15, -0.15], [-0.18, -0.02, -0.13], [0.31, 0.07, 0.10], [-0.11, -0.15, 0.14], [0.06, 0.04, -0.03], [-0.22, 0.04, -0.08], [-0.18, -0.08, 0.02]],
  "mulliken_charge": [-0.85, 0.66, -0.30, -0.75, 0.15, 0.45, -0.65, -0.29, 1.11, -0.57, 0.10, -0.42, -0.82, 0.04, -0.16, -1.02, -0.24, 0.26, -0.41, 0.26, 0.05, 0.28, 0.07, 0.46, 0.09, 0.30, 0.02, 0.55, 0.55, 0.24, 0.37, 0.09, 0.37, 0.15, 0.29, -0.02, 0.34, 0.09, 0.89, -0.20, -0.21, -0.02, -0.44, -0.38, -0.14, -0.09, 0.37, 0.25, 0.34, 0.05, -0.20, 0.34, -0.51, 0.66, -0.18, -0.16, -0.67, 0.33, -0.22, -0.12, -0.16, 0.15, 0.39, 0.24, -0.15, -0.17, -0.23, 0.30, 0.05, 0.01, -0.16, 0.34, -0.29, 0.01, -0.16, -0.15, 0.03, 0.26, -0.30, -0.17, -0.12, 0.33, 0.21, 0.30, -0.15, -0.16, -0.26, 0.29, -0.37, -0.06, -0.14, 0.33, 0.26, -0.07, -0.27, -0.14, 0.24, 0.18, -0.28, -0.10, -0.09, 0.28, 0.29, 0.50, -0.15, -0.16, 0.23, -0.38, 0.43, -0.15, -0.16, -0.35, 0.27, -0.14, -0.11, -0.16, 0.28, 0.13, -0.26, -0.11, -0.15, 0.35, 0.19],
  "total_charge": 1,
  "homo_ev": -11.812,
  "homo_lumo_gap_ev": 7.7,
  "multiplicity": 1,
  "e_lumo_ev": -4.0790
}

# 2
{
  "formula": "C29H53ClFIN5O8",
  "method": "wB97M-V/def2-TZVPD",
  "symbols": ["C", "C", "C", "C", "C", "C", "C", "C", "I", "C", "C", "O", "N", "C", "O", "F", "N", "N", "C", "C", "C", "C", "O", "C", "O", "C", "Cl", "H", "H", "H", "H", "H", "H", "H", "H", "H", "H", "H", "H", "H", "H", "H", "H", "H", "H", "H", "H", "H", "H", "H", "C", "O", "C", "C", "N", "C", "C", "O", "C", "H", "H", "H", "H", "H", "H", "H", "H", "H", "H", "H", "H", "H", "H", "H", "C", "O", "C", "C", "N", "C", "C", "O", "C", "H", "H", "H", "H", "H", "H", "H", "H", "H", "H", "H", "H", "H", "H", "H"],
  "positions_angstrom": [[-1.6912, 0.2678, 5.4896], [-1.7470, -0.0430, 3.9639], [-1.8847, 1.2901, 3.2103], [-1.7960, 1.1821, 1.6768], [-0.5300, 0.4512, 1.1635], [0.4145, 1.3339, 0.2570], [1.6738, 1.6143, 1.0076], [1.8501, 2.7184, 1.8461], [0.3536, 4.1308, 2.1506], [3.1084, 2.7860, 2.4605], [3.3449, 3.9688, 3.4245], [3.7240, 5.0229, 3.0159], [3.0907, 3.6996, 4.8284], [4.1940, 3.1782, 5.4986], [4.1724, 2.5507, 6.5163], [5.3643, 3.4181, 4.8872], [4.1212, 1.9998, 2.3365], [3.9499, 0.9605, 1.5446], [5.1278, 0.0736, 1.4236], [5.2968, -0.8553, 2.6352], [4.3183, -2.0365, 2.7060], [4.8900, -3.3701, 2.1725], [6.2182, -3.2389, 1.6560], [6.3280, -3.6246, 0.3530], [5.8762, -2.9396, -0.5279], [2.7942, 0.7853, 0.9437], [2.6349, -0.6378, -0.0440], [-2.6863, 0.1923, 5.9298], [-1.0492, -0.4396, 6.0174], [-1.3010, 1.2718, 5.6697], [-0.8244, -0.5786, 3.7319], [-2.6078, -0.6908, 3.7916], [-1.1497, 1.9831, 3.6269], [-2.8722, 1.6924, 3.4607], [-1.7403, 2.2057, 1.2978], [-2.7038, 0.6991, 1.3130], [0.0558, 0.1734, 2.0477], [-0.7655, -0.4842, 0.6553], [0.6370, 0.7642, -0.6396], [-0.0735, 2.2611, -0.0379], [2.2922, 3.0818, 4.9282], [5.1794, -0.4170, 0.4552], [5.9745, 0.7619, 1.4558], [6.3446, -1.1359, 2.7075], [5.0991, -0.2343, 3.5168], [3.3629, -1.8330, 2.2248], [4.0890, -2.1879, 3.7637], [4.9051, -4.1248, 2.9597], [4.2019, -3.7460, 1.4103], [6.8593, -4.5430, 0.0698], [-0.9894, 5.7594, -4.5451], [-1.6003, 4.7454, -5.3200], [-0.7875, 4.2510, -6.3798], [-0.3041, 2.8426, -6.0913], [0.6817, 2.8258, -5.0144], [0.9752, 1.4974, -4.4828], [-0.1672, 0.6890, -3.8691], [-0.6715, 1.2125, -2.6466], [-1.6093, 2.2697, -2.7859], [-1.7602, 6.2078, -3.9195], [-0.2092, 5.3545, -3.8903], [-0.5630, 6.5410, -5.1789], [0.0458, 4.9234, -6.6002], [-1.4244, 4.2145, -7.2671], [0.1486, 2.4275, -6.9960], [-1.1873, 2.2405, -5.8445], [0.3483, 3.4038, -4.2553], [1.7366, 1.6340, -3.7088], [1.4369, 0.9031, -5.2772], [0.2381, -0.2956, -3.6173], [-0.9841, 0.5057, -4.5746], [-2.2350, 2.1535, -3.6723], [-1.1043, 3.2385, -2.8021], [-2.2580, 2.2583, -1.9074], [-2.9084, -1.2942, -1.4817], [-2.6940, -2.0236, -0.2842], [-3.8129, -2.0227, 0.5997], [-4.4847, -3.3816, 0.6494], [-5.1799, -3.6785, -0.5963], [-5.6045, -5.0726, -0.7396], [-4.5376, -6.1660, -0.7161], [-3.6778, -6.1751, -1.8423], [-2.6058, -5.2558, -1.7933], [-1.9443, -1.1731, -1.9750], [-3.5768, -1.8267, -2.1642], [-3.3151, -0.2998, -1.2732], [-4.5271, -1.2327, 0.3482], [-3.4172, -1.8051, 1.5974], [-5.2060, -3.3923, 1.4718], [-3.7056, -4.1225, 0.8692], [-4.5744, -3.4529, -1.3733], [-6.1253, -5.1407, -1.6971], [-6.3445, -5.2873, 0.0377], [-5.0633, -7.1232, -0.7463], [-3.9557, -6.1713, 0.2132], [-2.2297, -5.1129, -0.7766], [-2.8950, -4.2955, -2.2297], [-1.7952, -5.6561, -2.4032]],
  "forces_ev_per_angstrom": [[-0.13, -0.41, -0.32], [0.11, 0.73, 1.19], [-0.34, -0.91, -0.25], [0.51, 0.20, 0.26], [0.25, 0.38, 0.36], [-0.23, -0.91, 0.34], [-0.31, 1.53, 0.39], [-0.16, -1.12, -0.88], [0.56, -0.05, 0.04], [-0.73, 2.44, 1.61], [0.32, 0.62, -0.27], [-0.14, -0.65, 0.28], [0.74, -0.38, -1.40], [0.41, -1.09, 1.94], [-0.31, 0.69, -1.11], [-0.55, 0.40, -0.23], [0.43, -0.53, 0.07], [-0.06, 0.04, -0.08], [1.48, 0.00, 0.30], [-1.12, 0.62, 0.14], [0.68, -0.39, 0.59], [-0.87, 0.08, 0.07], [0.26, -1.05, -0.24], [-0.38, 1.23, -1.19], [-0.03, -0.30, 0.38], [-0.56, -2.20, -1.68], [0.26, 0.40, 0.27], [0.07, 0.18, 0.07], [-0.08, 0.01, 0.01], [-0.03, -0.05, 0.05], [-0.15, -0.01, -0.38], [0.17, -0.09, -0.30], [0.09, 0.02, -0.22], [0.13, 0.15, 0.02], [-0.49, -0.12, -0.19], [0.07, 0.06, -0.16], [-0.03, -0.17, -0.11], [-0.10, 0.12, -0.09], [-0.02, 0.30, -0.12], [0.09, 0.01, 0.02], [-0.05, 0.08, 0.49], [-0.46, -0.12, 0.06], [-0.18, 0.14, -0.08], [-0.09, -0.22, -0.18], [0.18, 0.06, -0.08], [0.10, 0.16, -0.06], [-0.05, -0.01, -0.07], [0.19, 0.13, 0.03], [0.30, -0.02, -0.16], [0.20, -0.02, 0.83], [-0.19, -0.06, -0.01], [0.27, 0.14, 0.11], [-0.29, -0.24, -0.25], [0.09, 0.15, 0.21], [-0.16, -0.17, 0.05], [0.06, 0.27, 0.03], [0.21, -0.28, 0.00], [-0.06, 0.03, -0.16], [0.05, -0.03, 0.33], [-0.03, -0.04, -0.03], [0.11, 0.11, -0.03], [0.07, -0.01, 0.03], [0.05, 0.00, 0.15], [0.03, 0.02, -0.02], [0.00, -0.03, 0.01], [-0.07, -0.01, -0.17], [0.00, 0.07, -0.03], [0.03, -0.10, 0.00], [-0.07, -0.05, 0.00], [-0.01, 0.00, 0.03], [-0.05, 0.16, 0.00], [0.08, 0.05, -0.07], [-0.11, 0.07, -0.18], [0.01, -0.09, 0.00], [0.19, -0.14, 0.01], [-0.14, 0.32, -0.14], [0.13, -0.24, 0.42], [0.00, 0.03, -0.33], [0.14, -0.10, 0.09], [-0.04, 0.18, -0.13], [-0.21, -0.20, -0.01], [0.07, 0.07, 0.16], [-0.03, -0.14, -0.25], [0.01, -0.01, 0.05], [-0.10, 0.12, -0.02], [-0.05, -0.01, -0.04], [0.00, -0.05, -0.16], [-0.03, 0.02, 0.01], [0.00, -0.02, 0.01], [0.03, 0.05, 0.18], [0.00, 0.02, -0.01], [-0.03, -0.07, 0.03], [0.05, -0.03, 0.04], [0.00, 0.00, -0.03], [0.08, 0.14, -0.02], [-0.08, 0.08, 0.03], [0.10, 0.12, 0.15], [-0.04, -0.07, 0.00]],
  "mulliken_charge": [-1.33, 0.07, -0.94, -0.41, -0.05, -1.03, 0.32, -0.79, 0.24, 0.83, -0.25, -0.38, -0.10, 0.56, -0.47, -0.20, -0.85, 0.76, -1.19, -0.72, -0.16, -0.55, -0.33, 0.07, -0.41, 0.68, -0.04, 0.35, 0.35, 0.33, 0.33, 0.06, 0.01, 0.38, 0.40, 0.31, 0.38, 0.29, 0.01, 0.85, 0.30, 0.63, 0.28, 0.52, 0.34, -0.02, 0.51, 0.30, 0.37, 0.39, -0.68, -0.33, -0.84, -0.14, -0.27, -1.12, -0.68, 0.07, -0.85, 0.23, 0.26, 0.35, 0.40, 0.41, 0.41, 0.13, 0.05, 0.36, 0.46, 0.37, 0.58, 0.41, 0.15, 0.34, -0.65, -0.37, -0.39, -0.28, -0.32, -0.71, -0.47, -0.44, -0.47, 0.00, 0.43, 0.35, 0.45, -0.11, 0.41, 0.18, 0.10, 0.38, 0.40, 0.36, 0.34, 0.25, 0.12, 0.36],
  "total_charge": 1,
  "homo_ev": -10.325,
  "homo_lumo_gap_ev": 5.5,
  "multiplicity": 1,
  "e_lumo_ev": -4.8753
}

| no. | DFT total energy (Eh) |
| --- | --- |
| 1 | -17717.6375 |
| 2 | -2869.8556 |